1.
Computed, not measured: 10 unconnected molecules or ions with the total composition C19H61N17O10, with ωB97M-V/def2-TZVPD.

XYZ file:
```
107
C19H61N17O10 (ωB97M-V/def2-TZVPD)
C -1.464 -5.787 0.766
O -1.532 -5.309 -0.575
C -0.358 -4.485 -0.902
C -0.484 -3.946 -2.313
C 0.721 -3.074 -2.745
N -1.704 -3.192 -2.478
H -0.494 -6.285 0.738
H -2.395 -6.325 0.944
H -1.419 -4.997 1.515
H -0.189 -3.610 -0.275
H 0.540 -5.092 -0.788
H -0.485 -4.769 -3.029
H 1.647 -3.542 -2.411
H 0.637 -2.041 -2.409
H 0.719 -2.855 -3.813
H -2.485 -3.593 -1.977
H -1.555 -2.425 -1.838
C -1.346 5.108 -2.924
O -1.541 4.470 -1.627
C -0.373 4.250 -0.929
C -0.631 3.626 0.464
C -1.372 4.499 1.415
N 0.652 3.480 1.133
H -2.276 5.394 -3.416
H -0.851 4.376 -3.563
H -0.767 6.029 -2.871
H 0.328 3.620 -1.476
H 0.139 5.208 -0.833
H -1.121 2.653 0.418
H -0.913 5.451 1.683
H -1.489 3.909 2.324
H -2.437 4.580 1.198
H 1.184 2.964 0.446
H 0.573 2.762 1.839
C 5.248 2.384 2.721
O 4.226 1.684 1.900
C 4.810 1.272 0.736
C 3.757 0.854 -0.282
C 4.401 0.198 -1.540
N 2.852 1.891 -0.679
H 4.852 2.868 3.614
H 5.791 3.161 2.183
H 6.021 1.677 3.023
H 5.193 2.153 0.222
H 5.617 0.559 0.902
H 3.180 0.075 0.216
H 3.703 0.079 -2.369
H 4.919 -0.747 -1.378
H 5.203 0.830 -1.921
H 3.384 2.465 -1.317
H 2.081 1.574 -1.249
N -0.641 0.014 -3.790
C 0.243 0.911 -3.405
N 0.050 2.016 -4.049
O 1.029 0.793 -2.488
H -1.246 0.370 -4.516
H -0.868 -0.823 -3.272
H -0.709 2.123 -4.708
H 0.672 2.787 -3.852
N -4.026 -1.859 -3.417
C -4.766 -1.311 -2.545
N -4.197 -1.153 -1.395
O -5.846 -0.816 -2.809
H -4.373 -1.938 -4.362
H -3.109 -2.213 -3.184
H -3.189 -1.111 -1.352
H -4.661 -0.577 -0.707
N 0.515 0.434 4.483
C 1.382 0.324 3.560
N 2.182 1.388 3.507
O 1.505 -0.707 2.915
H -0.099 -0.366 4.534
H 0.287 1.295 4.961
H 2.155 2.176 4.137
H 2.912 1.339 2.809
N -2.324 -3.606 5.214
C -2.424 -2.478 4.608
N -3.071 -2.616 3.505
O -2.132 -1.412 5.099
H -1.806 -3.707 6.075
H -2.797 -4.433 4.876
H -3.417 -1.766 3.083
H -3.576 -3.487 3.420
N -2.901 2.126 -1.440
C -3.993 2.242 -0.777
N -4.199 3.450 -0.485
O -4.772 1.377 -0.322
H -2.771 1.180 -1.771
H -2.327 2.912 -1.711
H -3.533 4.105 -0.869
H -4.971 3.752 0.092
N 4.090 -2.323 2.017
C 3.724 -2.658 0.836
N 2.508 -2.417 0.553
O 4.497 -3.166 0.126
H 5.057 -2.535 2.219
H 3.401 -2.017 2.689
H 1.940 -1.815 1.133
H 2.277 -2.794 -0.355
N -0.930 -1.335 1.301
C -0.786 -0.789 0.149
N 0.124 0.092 0.148
O -1.545 -0.959 -0.818
H -0.381 -1.068 2.105
H -1.746 -1.914 1.443
H 0.703 0.207 0.967
H 0.180 0.726 -0.636
```

Summary:
- E (Eh) = -2443.8794
- Kohn-Sham gap (eV) = 8.16
- highest occupied orbital energy (Eh) = -0.2915
- SMILES string = COC[C@H](C)N.COC[C@H](C)N.COC[C@H](C)N.NC(N)=O.NC(N)=O.NC(N)=O.NC(N)=O.NC(N)=O.NC(N)=O.NC(N)=O

2.
Computed, not measured: 10 unconnected molecules or ions with the total composition C19H61N3O10, with ωB97M-V/def2-TZVPD.

XYZ file:
```
93
C19H61N3O10 (ωB97M-V/def2-TZVPD)
C 1.610 -0.976 3.770
O 1.455 -2.364 3.393
C 0.398 -3.060 4.178
C 0.505 -4.614 4.097
C -0.856 -5.291 4.600
N 1.542 -5.073 4.966
H 0.599 -0.620 3.968
H 2.017 -0.268 3.048
H 2.142 -0.912 4.719
H 0.372 -2.723 5.214
H -0.546 -2.786 3.707
H 0.783 -4.998 3.116
H -0.981 -5.166 5.676
H -0.810 -6.327 4.265
H -1.626 -4.670 4.143
H 1.770 -6.047 4.823
H 2.396 -4.549 4.841
C -5.128 -2.056 2.534
O -4.492 -1.373 3.630
C -3.515 -0.450 3.217
C -3.952 1.031 2.911
C -2.794 1.887 2.389
N -4.432 1.593 4.227
H -5.707 -1.368 1.918
H -5.792 -2.772 3.018
H -4.390 -2.571 1.920
H -2.815 -0.647 4.029
H -2.830 -0.756 2.426
H -4.772 1.082 2.194
H -2.694 1.696 1.321
H -1.953 1.808 3.078
H -3.036 2.945 2.494
H -5.266 1.118 4.541
H -3.692 1.512 4.910
C -0.999 -2.043 -4.335
O -1.348 -0.819 -4.975
C -1.271 0.371 -4.217
C -1.327 1.610 -5.165
C -2.679 1.700 -5.757
N -0.362 1.416 -6.270
H 0.021 -2.378 -4.529
H -1.636 -2.890 -4.592
H -1.060 -1.897 -3.257
H -2.083 0.339 -3.490
H -0.345 0.466 -3.649
H -1.093 2.578 -4.722
H -3.445 1.863 -5.000
H -2.915 0.758 -6.251
H -2.889 2.581 -6.364
H -0.641 1.923 -7.098
H -0.466 0.419 -6.393
C 0.223 0.371 0.511
O 0.288 0.899 -0.802
H -0.196 -0.635 0.479
H 1.287 0.345 0.744
H -0.380 1.037 1.129
H 1.218 0.935 -1.038
C 2.236 3.390 1.981
O 2.069 4.736 2.289
H 1.605 2.860 2.694
H 1.953 2.993 1.006
H 3.249 3.057 2.204
H 1.792 5.232 1.515
C 2.173 -2.802 0.488
O 2.464 -2.824 -0.927
H 2.967 -2.391 1.111
H 1.320 -2.241 0.870
H 2.060 -3.872 0.660
H 2.771 -1.923 -1.052
C 3.369 2.959 -1.955
O 4.646 2.551 -1.411
H 2.588 2.228 -2.165
H 2.950 3.455 -1.079
H 3.340 3.572 -2.855
H 5.240 3.233 -1.089
C -2.412 4.058 -2.038
O -2.018 3.369 -0.841
H -1.704 3.889 -2.850
H -3.404 3.703 -2.316
H -2.733 5.093 -1.921
H -1.086 3.505 -0.655
C 4.893 -0.641 -0.303
O 3.857 -0.063 -1.008
H 5.742 -0.503 -0.973
H 5.034 -0.316 0.728
H 4.703 -1.696 -0.108
H 4.121 0.803 -1.328
C 2.688 0.316 -4.260
O 2.291 1.523 -4.917
H 2.095 0.239 -3.348
H 2.492 -0.529 -4.920
H 3.752 0.407 -4.042
H 1.484 1.446 -5.431
```

Summary:
- E (Eh) = -1676.8734
- Kohn-Sham gap (eV) = 9.09
- highest occupied orbital energy (Eh) = -0.3242
- SMILES string = COC[C@H](C)N.COC[C@H](C)N.COC[C@H](C)N.CO.CO.CO.CO.CO.CO.CO

3.
Computed, not measured: 12 unconnected molecules or ions with the total composition C19H62N6O12, with ωB97M-V/def2-TZVPD.

XYZ file:
```
99
C19H62N6O12 (ωB97M-V/def2-TZVPD)
N 1.783 -1.710 2.943
C 2.454 -2.262 1.966
N 1.771 -2.193 0.843
O 3.688 -2.847 2.099
H 2.444 -1.742 3.742
H 0.959 -1.077 2.935
H 2.226 -2.570 0.002
H 0.866 -1.692 0.833
N 0.501 -3.790 3.598
C -0.797 -4.027 3.489
N -1.130 -5.245 3.874
O -1.651 -3.110 2.855
H 0.935 -2.893 3.160
H 1.161 -4.329 4.163
H -2.063 -5.407 3.988
H -0.612 -5.842 4.544
N -3.553 -0.261 -0.122
C -3.315 -0.662 1.067
N -2.555 -1.708 0.991
O -3.656 0.042 2.175
H -4.259 0.474 -0.203
H -3.124 -0.558 -0.962
H -2.426 -2.306 1.805
H -2.392 -2.170 0.079
C 3.884 2.583 1.145
C 3.087 1.275 0.985
O 2.239 1.046 2.085
H 3.226 3.369 1.427
H 4.278 2.921 0.113
H 4.619 2.633 1.973
H 3.675 0.385 0.833
H 2.360 1.372 0.189
H 1.724 0.235 1.965
C -1.246 1.112 5.807
C -0.709 0.181 4.620
O 0.493 0.602 4.130
H -0.554 1.034 6.564
H -2.161 0.590 6.157
H -1.334 2.190 5.664
H -1.414 0.392 3.800
H -0.587 -0.850 4.869
H 0.279 1.505 3.812
C 2.737 0.579 -2.472
C 2.782 1.280 -3.796
O 2.697 2.620 -3.384
H 2.748 -0.502 -2.633
H 1.691 0.670 -2.020
H 3.537 0.886 -1.766
H 1.925 1.026 -4.465
H 3.691 1.002 -4.314
H 2.642 3.244 -4.113
C -2.815 3.319 -0.616
C -3.014 3.241 0.926
O -2.022 2.307 1.302
H -3.284 4.130 -0.993
H -3.240 2.478 -1.224
H -1.840 3.166 -0.983
H -4.054 2.814 1.116
H -2.794 4.116 1.424
H -2.486 1.485 1.247
C 0.577 4.488 0.154
C 1.126 3.941 -1.098
O 2.475 4.219 -1.262
H 0.447 5.524 0.065
H 1.117 4.288 1.103
H -0.424 4.144 0.433
H 0.525 4.386 -1.891
H 1.027 2.889 -1.085
H 2.672 3.726 -2.085
C -0.430 -3.850 -0.539
C -1.498 -4.030 -1.604
O -2.507 -3.101 -1.497
H -0.755 -4.280 0.340
H -0.171 -2.798 -0.437
H 0.416 -4.389 -0.826
H -1.921 -5.068 -1.557
H -1.031 -3.868 -2.526
H -2.990 -3.109 -2.311
C 0.733 -2.360 -3.806
C 0.305 -1.536 -5.028
O -1.087 -1.851 -5.154
H 1.806 -2.198 -3.624
H 0.576 -3.394 -3.955
H 0.235 -1.953 -2.888
H 0.927 -1.771 -5.919
H 0.413 -0.520 -4.799
H -1.429 -1.383 -5.957
C -0.205 0.209 -0.204
O -0.198 -0.445 1.061
H 0.120 -0.549 -1.035
H 0.223 1.213 -0.062
H -1.277 0.490 -0.428
H -1.013 -0.897 1.355
C -0.907 1.818 -3.434
O -1.526 1.629 -4.677
H -1.499 2.316 -2.751
H -0.011 2.431 -3.567
H -0.589 0.866 -3.043
H -2.313 2.198 -4.657
```

Summary:
- E (Eh) = -1992.3102
- Kohn-Sham gap (eV) = 9.29
- highest occupied orbital energy (Eh) = -0.3362
- SMILES string = NC(N)=O.NC(N)=O.NC(N)=O.CCO.CCO.CCO.CCO.CCO.CCO.CCO.CO.CO

4.
Computed, not measured: 13 unconnected molecules or ions with the total composition C19H64N10O13, with ωB97M-V/def2-TZVPD.

XYZ file:
```
106
C19H64N10O13 (ωB97M-V/def2-TZVPD)
C 0.061 -0.245 -0.664
C 0.756 0.341 0.479
O 0.394 1.663 0.625
H 0.560 -1.095 -1.086
H -0.298 0.450 -1.437
H -0.893 -0.610 -0.343
H 1.796 0.383 0.323
H 0.623 -0.159 1.411
H 0.742 1.942 1.415
C -1.639 -2.760 1.768
C -2.699 -3.187 2.790
O -3.846 -3.334 2.171
H -1.945 -1.832 1.344
H -1.504 -3.475 0.995
H -0.605 -2.756 2.227
H -2.836 -2.398 3.512
H -2.274 -4.096 3.234
H -4.493 -3.460 2.863
C 2.193 -4.920 -1.960
C 0.972 -4.022 -2.228
O 1.339 -3.060 -3.079
H 2.678 -5.299 -2.828
H 1.852 -5.787 -1.333
H 2.922 -4.486 -1.260
H 0.425 -3.598 -1.367
H 0.187 -4.619 -2.610
H 0.499 -2.777 -3.550
C 2.835 -2.199 2.155
C 3.100 -2.881 0.830
O 4.292 -3.599 1.103
H 3.537 -1.381 2.287
H 2.895 -2.786 3.039
H 1.890 -1.760 2.171
H 3.235 -2.058 0.081
H 2.208 -3.342 0.453
H 4.971 -2.943 0.926
C -3.870 2.951 -0.734
C -3.223 1.777 -1.425
O -1.977 2.172 -2.036
H -3.316 3.316 0.142
H -4.927 2.750 -0.526
H -4.030 3.723 -1.435
H -3.853 1.400 -2.223
H -3.175 0.906 -0.833
H -1.607 2.753 -1.385
C -2.839 0.986 1.838
C -2.021 0.721 3.095
O -2.604 1.705 3.869
H -3.877 0.809 2.006
H -2.531 0.290 1.068
H -2.647 1.927 1.369
H -0.998 0.977 2.931
H -2.254 -0.307 3.389
H -3.197 1.374 4.548
C 2.447 4.223 -0.395
O 1.747 5.199 0.334
N 1.931 3.110 -0.826
N 3.633 4.522 -0.769
H 1.016 2.833 -0.348
H 2.510 2.432 -1.445
H 4.023 5.497 -0.616
H 4.358 3.795 -0.890
C -2.932 -3.604 -1.237
O -2.881 -2.258 -1.240
N -2.547 -4.273 -2.230
N -3.474 -4.371 -0.361
H -2.093 -3.668 -2.975
H -2.572 -5.285 -2.201
H -3.792 -3.897 0.523
H -4.038 -5.064 -0.639
C -1.662 4.891 2.334
O -0.635 3.950 2.201
N -2.927 4.527 2.483
N -1.359 6.202 2.342
H -3.068 3.533 2.436
H -3.777 5.144 2.350
H -0.408 6.553 2.006
H -2.046 6.961 2.128
C 2.455 0.508 -2.900
O 3.277 1.316 -2.240
N 2.721 -0.767 -2.971
N 1.409 0.966 -3.484
H 3.546 -1.076 -2.395
H 1.999 -1.523 -3.045
H 1.279 2.018 -3.275
H 0.580 0.494 -3.921
C -1.338 -0.907 -3.891
O -0.910 -2.243 -3.835
N -0.813 -0.036 -4.704
N -2.293 -0.481 -3.142
H -0.019 -0.358 -5.373
H -1.140 0.886 -4.981
H -2.661 -1.138 -2.422
H -2.238 0.513 -2.738
C 2.094 1.221 3.327
O 1.559 2.456 3.016
H 2.476 0.696 2.484
H 1.411 0.570 3.850
H 2.902 1.418 4.011
H 2.279 3.006 2.763
C 4.969 1.375 1.031
O 4.206 0.435 0.375
H 6.039 1.088 1.075
H 4.636 1.321 2.128
H 4.920 2.464 0.689
H 4.211 0.744 -0.512
```

Summary:
- E (Eh) = -2287.8344
- Kohn-Sham gap (eV) = 7.78
- highest occupied orbital energy (Eh) = -0.2768